No. 1
{
  "formula": "C28H48F12N4O12",
  "method": "ωB97M-V/def2-TZVPD",
  "charge": 1,
  "homo_energy_ev": [-12.28, -12.28],
  "s2": 0.78,
  "e_lumo_ha": [-0.1062, -0.3123],
  "spin_multiplicity": 2,
  "elements": ["C", "C", "O", "N", "C", "H", "H", "H", "H", "H", "H", "H", "C", "C", "O", "N", "C", "H", "H", "H", "H", "H", "H", "H", "C", "C", "O", "N", "C", "H", "H", "H", "H", "H", "H", "H", "C", "C", "O", "N", "C", "H", "H", "H", "H", "H", "H", "H", "C", "C", "O", "C", "O", "C", "F", "F", "F", "H", "H", "H", "H", "H", "C", "C", "O", "C", "O", "C", "F", "F", "F", "H", "H", "H", "H", "H", "C", "C", "O", "C", "O", "C", "F", "F", "F", "H", "H", "H", "H", "H", "C", "C", "O", "C", "O", "C", "F", "F", "F", "H", "H", "H", "H", "H"],
  "coordinates": [[-1.23438, 4.72151, 0.94098], [-2.00917, 4.52045, -0.36505], [-3.17694, 4.10276, -0.37029], [-1.35188, 4.89320, -1.46369], [-1.85346, 4.73781, -2.79610], [-1.95888, 4.82107, 1.74924], [-0.66530, 5.64334, 1.06130], [-0.66667, 3.84665, 1.25788], [-0.38988, 5.19203, -1.39053], [-1.73507, 3.70590, -3.12664], [-1.32823, 5.45072, -3.43170], [-2.89715, 5.04834, -2.84490], [3.33080, -0.08195, -4.69767], [4.10791, 0.15669, -3.45393], [3.69132, 0.96258, -2.59183], [5.26463, -0.52843, -3.40128], [6.23153, -0.49944, -2.33529], [3.94429, -0.65963, -5.38906], [2.87282, 0.81828, -5.10748], [2.42371, -0.59315, -4.37525], [5.45121, -1.12272, -4.19633], [6.82990, -1.40771, -2.26389], [5.84290, -0.26027, -1.34541], [6.96296, 0.25513, -2.62467], [3.40662, 3.98111, -0.32839], [2.46770, 4.32222, -1.48655], [1.72762, 5.32511, -1.40411], [2.45519, 3.55131, -2.54646], [1.50485, 3.45379, -3.65376], [3.99551, 3.13597, -0.68480], [2.73824, 3.66131, 0.47105], [4.10534, 4.73868, 0.02656], [2.98575, 2.69199, -2.53339], [0.60901, 4.06188, -3.52810], [1.40072, 2.39133, -3.87385], [1.96810, 3.88123, -4.54303], [-3.63444, 0.44973, -5.96663], [-3.45749, 1.39783, -4.70048], [-3.02575, 2.50701, -4.80843], [-3.79081, 0.88709, -3.49286], [-3.77948, 1.76809, -2.36209], [-4.59467, 0.48243, -6.48140], [-3.50424, -0.55569, -5.56628], [-2.96394, 0.74213, -6.77474], [-3.74148, -0.10638, -3.31770], [-4.16419, 2.78288, -2.46355], [-2.78696, 1.92861, -1.94107], [-4.29399, 1.33131, -1.50616], [-0.12737, 1.00057, -2.16063], [-0.10930, 1.48302, -0.74844], [1.05475, 0.89023, -0.13196], [1.31705, 0.93760, 1.24541], [0.60391, 1.42645, 2.12558], [2.67903, 0.39804, 1.58971], [3.39789, 1.38971, 2.14136], [2.51451, -0.49209, 2.54345], [3.32008, -0.07478, 0.57042], [-0.52098, 1.68451, -2.91256], [-0.49722, -0.02190, -2.23718], [0.89465, 0.86498, -2.51447], [-1.06319, 1.43798, -0.22293], [-0.12414, 2.56978, -0.83111], [-3.40789, 0.81711, 1.89066], [-4.93478, 0.84145, 1.57005], [-5.65475, -0.39027, 1.79046], [-6.88676, -0.53724, 1.51727], [-7.65730, 0.34971, 1.06349], [-7.39434, -2.02892, 1.61790], [-6.37018, -2.85700, 1.90293], [-8.29812, -2.14955, 2.60174], [-8.04133, -2.28750, 0.48621], [-2.97291, 1.81513, 1.83720], [-2.87314, 0.22044, 1.15165], [-3.23737, 0.34009, 2.85579], [-5.07669, 0.98135, 0.49842], [-5.52512, 1.67414, 1.95245], [1.83156, -2.18616, 6.27222], [2.18685, -3.09187, 5.11478], [3.42740, -3.80876, 5.37029], [3.98829, -4.59315, 4.52456], [3.61910, -4.74479, 3.35065], [5.02535, -5.61689, 5.04047], [5.39143, -5.21888, 6.31263], [4.55526, -6.86919, 4.94101], [6.09429, -5.46996, 4.22054], [0.96861, -1.57143, 6.01625], [2.63876, -1.47311, 6.43981], [1.57046, -2.69753, 7.19873], [2.28482, -2.45212, 4.23773], [1.34776, -3.77749, 4.99662], [-0.71952, -2.57271, 2.03712], [-0.52047, -3.99416, 1.37408], [-0.15342, -4.95066, 2.37467], [-0.09569, -6.24122, 2.05609], [-0.46245, -6.69861, 0.95519], [0.39739, -7.19957, 3.14723], [-0.19672, -8.37739, 3.10116], [1.75751, -7.47890, 3.08316], [0.30843, -6.62906, 4.37857], [-1.27976, -2.76013, 2.95315], [-1.23036, -1.79412, 1.47060], [0.26232, -2.25450, 2.38761], [0.16974, -4.04492, 0.53198], [-1.49036, -4.25035, 0.94771]],
  "lowdin_spin": [-0.01, 0.00, 0.36, 0.46, 0.07, 0.00, 0.00, 0.00, 0.01, 0.04, 0.01, 0.02, 0.00, 0.00, 0.00, 0.00, 0.00, 0.00, 0.00, 0.00, 0.00, 0.00, 0.00, 0.00, 0.00, 0.00, 0.01, 0.00, 0.00, 0.00, 0.00, 0.00, 0.00, 0.00, 0.00, 0.00, 0.00, 0.00, 0.02, 0.01, 0.01, 0.00, 0.00, 0.00, 0.00, 0.00, 0.00, 0.00, 0.00, 0.00, 0.00, 0.00, 0.00, 0.00, 0.00, 0.00, 0.00, 0.00, 0.00, 0.00, 0.00, 0.00, 0.00, 0.00, 0.00, 0.00, 0.00, 0.00, 0.00, 0.00, 0.00, 0.00, 0.00, 0.00, 0.00, 0.00, 0.00, 0.00, 0.00, 0.00, 0.00, 0.00, 0.00, 0.00, 0.00, 0.00, 0.00, 0.00, 0.00, 0.00, 0.00, 0.00, 0.00, 0.00, 0.00, 0.00, 0.00, 0.00, 0.00, 0.00, 0.00, 0.00, 0.00, 0.00]
}

No. 2
{
  "formula": "C48H30F2O12",
  "method": "ωB97M-V/def2-TZVPD",
  "homo_energy_ev": -6.80,
  "e_lumo_ha": -0.0825,
  "elements": ["C", "C", "O", "C", "O", "O", "F", "H", "H", "H", "C", "C", "O", "C", "O", "O", "F", "H", "H", "H", "C", "C", "C", "C", "C", "C", "C", "O", "C", "C", "C", "C", "C", "C", "C", "O", "H", "H", "H", "H", "H", "H", "H", "H", "C", "C", "C", "C", "C", "C", "C", "O", "C", "C", "C", "C", "C", "C", "C", "O", "H", "H", "H", "H", "H", "H", "H", "H", "C", "C", "C", "C", "C", "C", "C", "O", "C", "C", "C", "C", "C", "C", "C", "O", "H", "H", "H", "H", "H", "H", "H", "H"],
  "coordinates": [[1.21063, -3.44904, -0.83943], [0.49017, -2.70352, 0.30247], [-0.32070, -1.84556, -0.55869], [0.30272, -1.58356, -1.64042], [0.04063, -0.70739, -2.41996], [1.28290, -2.47963, -1.81982], [1.46722, -2.26812, 1.10235], [0.52369, -4.25817, -1.08747], [2.19006, -3.78844, -0.50235], [-0.17890, -3.31587, 0.90702], [1.70880, 0.46024, 1.38869], [2.99071, -0.09568, 1.89144], [3.66860, -0.25677, 0.57596], [2.79135, -0.28709, -0.42325], [3.07106, -0.76437, -1.52641], [1.64274, 0.15399, 0.06862], [2.89179, -1.23558, 2.52126], [1.60641, 1.54542, 1.38549], [0.85982, 0.09328, 1.96548], [3.38851, 0.66542, 2.56270], [4.93251, 7.41503, 0.62796], [5.78716, 6.68295, 1.30264], [5.43598, 5.59882, 2.14428], [4.10021, 5.19170, 2.17210], [3.20093, 5.95027, 1.44062], [3.59147, 7.11547, 0.68397], [1.69624, 5.55720, 1.49650], [0.80474, 6.23618, 0.80699], [1.28362, 4.29810, 2.15373], [-0.00201, 3.70187, 2.00074], [-0.28568, 2.48529, 2.63380], [0.77617, 1.78099, 3.14610], [2.07113, 2.21670, 3.15159], [2.33041, 3.55563, 2.76004], [3.76146, 3.99596, 2.88055], [4.61698, 3.31457, 3.49800], [5.26640, 8.25995, 0.04401], [6.80406, 7.03504, 1.21120], [6.24610, 5.09309, 2.64861], [2.88596, 7.67930, 0.09171], [-0.83469, 4.17255, 1.49923], [-1.29346, 2.10119, 2.57673], [0.74039, 0.73295, 3.40441], [2.74172, 1.47094, 3.55231], [-0.33826, -2.90820, 2.40435], [-1.52794, -3.44833, 1.93344], [-2.44888, -2.65081, 1.30330], [-2.30310, -1.25908, 1.14146], [-1.11502, -0.70776, 1.60274], [-0.18384, -1.57501, 2.32761], [-0.76970, 0.79996, 1.51772], [0.27363, 1.34694, 1.93266], [-1.75808, 1.49711, 0.55998], [-1.37985, 2.77277, 0.19101], [-2.15478, 3.47785, -0.72715], [-3.33630, 2.88343, -1.21400], [-3.77349, 1.64447, -0.72089], [-2.94806, 0.90911, 0.13324], [-3.40826, -0.36832, 0.64308], [-4.53995, -0.82267, 0.62618], [0.37827, -3.52624, 2.92494], [-1.73027, -4.49852, 2.08365], [-3.42123, -3.03150, 1.02762], [0.73669, -1.17725, 2.72863], [-0.54685, 3.31836, 0.60916], [-1.83107, 4.49270, -0.90514], [-3.92790, 3.47870, -1.89376], [-4.72128, 1.33122, -1.13316], [0.19457, -6.43016, -3.83403], [-0.27607, -6.13701, -5.12770], [-1.41894, -5.32933, -5.19217], [-2.02198, -4.71581, -4.09232], [-1.37256, -4.92042, -2.81783], [-0.38206, -5.83176, -2.69215], [-1.74192, -4.09851, -1.60691], [-1.44935, -4.36941, -0.42538], [-2.56329, -2.88836, -1.80204], [-2.62918, -1.85347, -0.83819], [-3.44762, -0.67661, -0.98399], [-4.30038, -0.64402, -2.13632], [-4.17900, -1.65984, -3.04987], [-3.36604, -2.77676, -2.95390], [-3.14064, -3.68147, -4.15385], [-3.59940, -3.48334, -5.25104], [0.96386, -7.18405, -3.75493], [0.32671, -6.43174, -5.97397], [-1.75695, -4.98259, -6.15753], [0.06980, -6.14297, -1.76190], [-2.19625, -1.91873, 0.14908], [-3.40134, 0.06678, -0.20191], [-4.95559, 0.19026, -2.33901], [-4.86688, -1.60092, -3.88037]],
  "lowdin_charge": [-0.04, -0.26, 0.09, -0.62, 0.19, 0.09, 0.06, 0.09, 0.16, 0.08, -0.21, -0.24, 0.16, -0.51, 0.16, 0.15, 0.13, 0.17, 0.08, 0.14, -0.10, -0.08, 0.05, -0.13, -0.04, 0.03, -0.16, 0.02, -0.04, 0.01, -0.07, -0.18, 0.02, -0.02, -0.26, 0.08, 0.12, 0.11, 0.12, 0.12, 0.12, 0.18, 0.19, 0.12, -0.11, -0.05, -0.01, -0.12, 0.06, -0.03, -0.17, -0.18, 0.02, -0.03, -0.02, -0.01, 0.03, -0.10, -0.41, 0.13, 0.15, 0.14, 0.17, 0.10, 0.05, 0.11, 0.11, 0.12, -0.04, -0.04, -0.01, -0.04, -0.08, -0.03, -0.20, 0.05, -0.02, 0.05, -0.01, 0.05, 0.00, -0.06, -0.26, 0.11, 0.10, 0.11, 0.12, 0.12, -0.04, -0.18, 0.11, 0.13]
}

No. 3
{
  "formula": "C4H4OS",
  "method": "ωB97M-V/def2-TZVPD",
  "homo_energy_ev": -9.00,
  "e_lumo_ha": 0.0252,
  "elements": ["C", "C", "C", "C", "O", "S", "H", "H", "H", "H"],
  "coordinates": [[0.41556, 0.81901, -0.24319], [-0.25928, -0.45540, -0.61390], [-1.39328, -0.41016, 0.31806], [1.46704, 0.28626, 0.35713], [-2.51134, -0.10219, 0.20800], [1.10097, -1.39686, 0.10422], [0.16172, 1.89169, -0.40605], [-0.27568, -0.50996, -1.77268], [-0.98628, -0.88447, 1.16553], [2.28058, 0.76210, 0.88287]],
  "lowdin_charge": [-0.21, -0.54, -0.38, -0.39, 0.12, 0.95, 0.14, 0.16, 0.08, 0.08]
}

No. 4
{
  "formula": "C3H5NOS",
  "method": "ωB97M-V/def2-TZVPD",
  "homo_energy_ev": -8.53,
  "smiles": "CC(=O)C(N)=S",
  "e_lumo_ha": -0.0089,
  "elements": ["C", "C", "O", "C", "N", "S", "H", "H", "H", "H", "H"],
  "coordinates": [[0.75222, -1.51719, 0.02573], [0.57328, -0.10085, -0.04954], [1.41176, 0.77087, -0.10211], [-0.89912, 0.54128, -0.01352], [-0.67494, 1.84479, 0.04117], [-2.25099, -0.41602, -0.06541], [0.55119, -1.84495, 1.04265], [1.72251, -1.79798, -0.36668], [0.01221, -2.05839, -0.49844], [-1.49668, 2.45079, 0.09911], [0.29857, 2.12766, -0.11297]],
  "lowdin_charge": [-0.04, -0.42, 0.07, -0.81, 0.09, 0.63, 0.11, 0.10, 0.05, 0.12, 0.10]
}